No. 1
Computed, not measured: a molecular structure, C4H4N2S, with the ωB97M-V functional and the def2-TZVPD basis.

Calculated values
E_HOMO, eV: -8.432
Energy relative to the best compared isomer or geometry (same formula, charge and spin), kJ/mol: 185.0
Electronic energy, a.u.: -662.45518
Maximum force, eV/A: 0.71
Orbital gap, Ha: 0.3402

The geometry in ORCA input format:
```
! wB97M-V def2-TZVPD RIJCOSX def2/J DEFGRID3
* xyz 0 1
C -1.254 1.232 -0.003
C 0.043 -0.558 -0.003
C 1.559 1.009 0.007
C 0.192 0.819 -0.001
H -1.603 1.759 0.902
H -1.602 1.770 -0.879
H 3.033 -0.534 0.015
H 2.190 1.891 -0.024
N 1.154 -1.261 0.001
N 2.071 -0.259 -0.004
S -1.739 -0.579 0.000
*
```

***

No. 2
Computed, not measured: 16 unconnected molecules or ions with the total composition C72H71Br2F11N4O8 in a non-equilibrium geometry, with the ωB97M-V functional and the def2-TZVPD basis.

Calculated values
E_HOMO, eV: -8.633
Electronic energy, a.u.: -9853.11843
Maximum force, eV/A: 4.66
Orbital gap, Ha: 0.2965

The geometry in ORCA input format:
```
! wB97M-V def2-TZVPD RIJCOSX def2/J DEFGRID3
* xyz 0 1
C 12.718 7.943 16.797
N 13.750 8.761 17.476
O 14.176 8.382 18.550
O 14.095 9.883 17.016
H 13.127 7.809 15.795
H 11.722 8.377 16.718
H 12.781 7.042 17.406
C 17.206 9.843 15.934
N 17.954 10.919 16.784
O 17.466 12.025 16.672
O 18.971 10.564 17.433
H 16.349 9.532 16.532
H 17.864 9.001 15.721
H 16.911 10.367 15.025
C 23.509 14.338 18.865
N 23.310 13.504 20.067
O 23.720 14.033 21.116
O 22.766 12.404 19.896
H 22.532 14.611 18.467
H 24.007 13.610 18.225
H 23.998 15.272 19.142
C 16.464 9.271 9.304
N 17.160 8.813 10.531
O 18.031 7.945 10.422
O 16.795 9.338 11.590
H 15.451 9.511 9.627
H 16.525 8.465 8.572
H 16.976 10.167 8.954
Br 17.236 4.426 13.796
C 16.869 5.094 12.046
C 16.069 3.982 11.243
Br 17.406 2.964 10.164
H 17.765 5.498 11.574
H 16.160 5.893 12.266
H 15.441 4.523 10.535
H 15.508 3.415 11.986
F 17.140 16.850 16.847
C 16.864 15.948 17.807
C 16.339 14.692 17.476
C 15.823 13.905 18.462
C 15.641 14.295 19.770
C 16.257 15.534 20.105
C 16.863 16.344 19.169
H 16.232 14.436 16.432
H 15.324 13.044 18.042
H 15.144 13.654 20.483
H 16.146 15.888 21.119
H 17.248 17.292 19.515
F 17.029 7.356 24.103
C 16.382 8.394 23.452
C 16.344 8.521 22.053
C 16.013 9.740 21.448
C 15.537 10.792 22.240
C 15.472 10.654 23.581
C 15.833 9.435 24.165
H 16.764 7.671 21.536
H 16.262 9.775 20.397
H 15.354 11.708 21.698
H 15.157 11.485 24.196
H 15.929 9.332 25.236
F 20.355 4.319 14.477
C 20.957 4.796 13.331
C 21.889 4.047 12.652
C 22.588 4.586 11.610
C 22.380 5.918 11.319
C 21.325 6.605 11.910
C 20.590 6.036 12.900
H 22.104 3.044 12.991
H 23.344 3.888 11.283
H 22.995 6.552 10.698
H 21.238 7.639 11.610
H 19.969 6.647 13.538
F 25.864 6.929 17.984
C 25.097 7.170 19.049
C 25.334 6.325 20.161
C 24.578 6.597 21.267
C 23.637 7.542 21.290
C 23.335 8.331 20.160
C 24.165 8.139 19.051
H 26.020 5.492 20.124
H 24.742 5.967 22.129
H 23.029 7.564 22.183
H 22.455 8.956 20.195
H 23.958 8.567 18.082
F 19.333 6.080 20.702
C 18.587 5.646 19.627
C 18.987 5.918 18.339
C 18.285 5.461 17.216
C 17.256 4.562 17.428
C 16.814 4.209 18.695
C 17.528 4.688 19.780
H 19.689 6.733 18.242
H 18.589 5.753 16.221
H 16.800 4.013 16.618
H 15.910 3.658 18.911
H 17.309 4.442 20.808
F 20.869 15.676 13.597
C 20.487 15.323 14.861
C 20.461 16.353 15.862
C 20.166 16.142 17.192
C 19.989 14.811 17.570
C 20.121 13.757 16.677
C 20.404 14.033 15.324
H 20.747 17.339 15.527
H 19.943 16.974 17.844
H 19.480 14.589 18.496
H 19.960 12.746 17.021
H 20.656 13.323 14.551
F 19.523 9.763 13.941
C 19.429 10.756 13.022
C 19.914 10.501 11.735
C 19.828 11.523 10.797
C 19.261 12.746 11.102
C 18.619 12.963 12.342
C 18.709 11.964 13.344
H 20.298 9.511 11.540
H 20.321 11.492 9.836
H 19.184 13.559 10.395
H 18.020 13.846 12.512
H 18.208 12.173 14.278
F 8.429 12.478 16.649
C 9.540 12.820 17.216
C 10.788 12.851 16.625
C 11.905 13.279 17.397
C 11.780 13.436 18.804
C 10.549 13.552 19.363
C 9.381 13.270 18.566
H 10.915 12.582 15.587
H 12.860 13.396 16.907
H 12.685 13.724 19.318
H 10.334 13.773 20.397
H 8.408 13.323 19.033
F 20.698 9.653 22.031
C 20.255 10.893 21.671
C 20.748 11.962 22.330
C 20.254 13.236 22.171
C 19.246 13.423 21.215
C 18.718 12.397 20.460
C 19.189 11.092 20.715
H 21.456 11.680 23.096
H 20.820 14.006 22.675
H 18.885 14.441 21.212
H 17.905 12.631 19.789
H 18.883 10.133 20.324
F 13.697 7.907 12.998
C 12.850 8.736 12.440
C 12.142 9.557 13.247
C 11.226 10.451 12.653
C 11.020 10.498 11.281
C 11.829 9.660 10.477
C 12.639 8.696 11.064
H 12.341 9.571 14.308
H 10.723 11.071 13.381
H 10.358 11.187 10.779
H 11.531 9.795 9.448
H 13.123 7.886 10.540
F 14.231 14.592 15.329
C 14.549 13.751 14.254
C 14.830 14.344 13.012
C 15.099 13.496 11.882
C 14.982 12.128 12.137
C 14.638 11.558 13.319
C 14.578 12.381 14.473
H 14.876 15.421 12.939
H 15.359 13.849 10.895
H 15.244 11.453 11.337
H 14.710 10.488 13.451
H 14.468 11.998 15.477
*
```

***

No. 3
Computed, not measured: 2 unconnected molecules or ions with the total composition C3H10NS2 in a non-equilibrium geometry, with the ωB97M-V functional and the def2-TZVPD basis.

Calculated values
E_HOMO, eV: -13.130
Energy relative to the best compared isomer or geometry (same formula, charge and spin), kJ/mol: 551.9
Electronic energy, a.u.: -970.98432
Maximum force, eV/A: 3.51
Orbital gap, Ha: 0.1391

The geometry in ORCA input format:
```
! wB97M-V def2-TZVPD RIJCOSX def2/J DEFGRID3
* xyz 1 1
N -1.880 -0.370 0.401
C -0.995 -0.212 -0.833
C -1.813 0.524 -1.866
C 0.342 0.361 -0.398
S 0.980 -0.638 1.013
S 4.082 0.159 3.428
H -2.609 -1.228 0.295
H 5.294 -0.228 2.908
H -1.251 -0.476 1.190
H -0.710 -1.237 -1.202
H -2.937 0.401 -1.743
H -1.571 0.267 -2.951
H -1.643 1.626 -1.663
H 0.186 1.434 -0.060
H 1.117 0.310 -1.211
H 3.407 -0.693 2.691
*
```

***

No. 4
Computed, not measured: a molecular structure, C30H43Cl3NPZr in a non-equilibrium geometry, with the ωB97M-V functional and the def2-TZVPD basis.

Calculated values
E_HOMO (alpha / beta), eV: -5.781 / -5.783
Electronic energy, a.u.: -2992.77512
Maximum force, eV/A: 3.31
Orbital gap (alpha / beta), Ha: 0.1879 / 0.1880

The geometry in ORCA input format:
```
! wB97M-V def2-TZVPD RIJCOSX def2/J DEFGRID3
* xyz 0 1
P -0.333 0.393 -0.534
C -0.359 -0.857 -1.974
C -0.451 -0.347 -3.429
C -0.649 -1.495 -4.426
C 0.258 -2.714 -4.193
C 0.496 -3.081 -2.721
C 0.788 -1.864 -1.840
C 1.379 1.160 -0.664
C 1.800 1.337 -2.120
C 3.072 2.166 -2.247
C 4.213 1.621 -1.380
C 3.799 1.150 0.024
C 2.468 0.380 0.082
C -1.307 1.780 -1.348
C -2.764 1.360 -1.592
C -3.482 2.408 -2.456
C -3.367 3.841 -1.918
C -1.954 4.231 -1.471
C -1.256 3.143 -0.643
H -1.297 -1.392 -1.743
H 0.468 0.188 -3.704
H -1.271 0.372 -3.566
H -0.471 -1.106 -5.439
H -1.703 -1.805 -4.390
H -0.183 -3.578 -4.703
H 1.226 -2.536 -4.681
H -0.394 -3.586 -2.318
H 1.334 -3.784 -2.652
H 0.909 -2.180 -0.793
H 1.745 -1.415 -2.144
H 1.269 2.143 -0.176
H 2.845 3.208 -1.981
H 1.025 1.805 -2.742
H 1.998 0.341 -2.535
H 3.373 2.161 -3.304
H 4.974 2.403 -1.282
H 4.696 0.793 -1.916
H 4.595 0.519 0.439
H 3.713 2.032 0.674
H 2.185 0.196 1.130
H 2.595 -0.612 -0.377
H -0.808 1.914 -2.323
H -2.827 0.384 -2.094
H -3.277 1.237 -0.626
H -3.065 2.387 -3.473
H -4.540 2.134 -2.542
H -4.049 3.956 -1.065
H -3.701 4.543 -2.691
H -2.002 5.150 -0.874
H -1.349 4.465 -2.359
H -0.224 3.463 -0.450
H -1.732 3.062 0.342
Zr -1.009 -0.416 1.898
Cl -0.449 1.920 2.359
Cl -2.042 -2.354 0.835
C 0.476 -1.180 3.210
H 0.315 -0.793 4.238
C 1.566 -2.103 3.209
C 2.220 -2.447 4.432
C 3.442 -3.097 4.421
C 4.019 -3.481 3.195
C 3.323 -3.292 1.988
C 2.084 -2.668 1.997
H 1.744 -2.137 5.362
H 3.959 -3.306 5.361
H 3.747 -3.640 1.041
H 1.490 -2.555 1.086
H 4.999 -3.945 3.183
Cl -4.293 -3.147 5.935
C -3.755 -1.663 5.263
C -4.056 -0.448 5.886
C -3.648 0.719 5.240
C -2.940 0.633 4.046
N -2.606 -0.544 3.468
C -3.047 -1.699 4.056
H -4.635 -0.439 6.806
H -3.866 1.708 5.638
H -2.606 1.527 3.516
H -2.840 -2.628 3.538
*
```

***

No. 5
Computed, not measured: 2 unconnected molecules or ions with the total composition C4H11N3O2 in a non-equilibrium geometry, with the ωB97M-V functional and the def2-TZVPD basis.

Calculated values
E_HOMO, eV: -8.837
SMILES: CN=C(N)N.CC(=O)O
Energy relative to the best compared isomer or geometry (same formula, charge and spin), kJ/mol: 84.3
Electronic energy, a.u.: -473.77065
Maximum force, eV/A: 3.09
Orbital gap, Ha: 0.3540

The geometry in ORCA input format:
```
! wB97M-V def2-TZVPD RIJCOSX def2/J DEFGRID3
* xyz 0 1
C -0.779 2.558 0.305
C -1.321 1.271 -0.214
O -2.046 0.407 0.183
O -0.905 1.204 -1.546
H 0.097 2.857 -0.253
H -0.492 2.503 1.357
H -1.581 3.302 0.298
C 0.437 -2.145 -1.434
C 0.968 -0.865 0.493
N 1.630 0.231 1.066
N 1.159 -1.124 -0.716
N 0.051 -1.527 1.347
H 2.553 0.291 0.668
H 1.790 0.267 2.065
H -1.359 0.436 -1.864
H -0.853 -1.628 0.907
H -0.104 -0.925 2.146
H -0.200 -1.603 -2.145
H -0.201 -2.714 -0.753
H 1.158 -2.799 -1.912
*
```

***

No. 6
Computed, not measured: 2 unconnected molecules or ions with the total composition C4H5NO3 in a non-equilibrium geometry, with the ωB97M-V functional and the def2-TZVPD basis.

Calculated values
E_HOMO, eV: -11.295
SMILES: N#C[C@H]1CC(=O)O1.O
Energy relative to the best compared isomer or geometry (same formula, charge and spin), kJ/mol: 180.8
Electronic energy, a.u.: -435.85162
Maximum force, eV/A: 2.82
Orbital gap, Ha: 0.4290

The geometry in ORCA input format:
```
! wB97M-V def2-TZVPD RIJCOSX def2/J DEFGRID3
* xyz 0 1
O 1.848 1.082 1.291
C 0.727 0.684 1.363
C 0.042 -0.628 1.684
C -1.109 0.256 2.204
O -0.424 1.458 1.787
C -2.424 0.102 1.559
N -3.467 -0.027 1.081
H -0.183 -1.234 0.801
H 0.549 -1.211 2.460
H -1.241 0.244 3.293
O 0.251 2.102 -0.964
H -0.417 2.347 -0.221
H -0.212 1.430 -1.476
*
```